Entry from the Open Molecules 2025 dataset: C25H40Br12ClN5 as an isolated structure in a non-equilibrium geometry (ωB97M-V/def2-TZVPD).

Geometry as ORCA input:
```
! wB97M-V def2-TZVPD RIJCOSX def2/J DEFGRID3
* xyz 0 1
C 2.7028 2.0487 2.8265
H -2.9431 -2.6315 -0.9490
Br 10.2187 4.8836 4.1855
Br 8.0971 2.4047 2.4808
H -1.3922 -1.8741 -0.8035
C -2.7326 -1.2051 2.1037
H -1.5043 0.6241 -5.4748
H -2.4280 0.2877 -0.3767
Br -3.5506 -5.7366 -0.9652
C -5.3459 -5.5042 -1.6869
C 0.3162 1.5548 2.7288
C -3.8773 0.6935 -2.6101
H -6.3028 -4.9927 -3.5312
H -5.3887 0.6514 -1.2745
H 3.5255 2.7514 2.9223
C -2.3994 -1.8786 -0.3850
N -3.3120 -0.4972 -2.1580
C -0.5527 1.0426 -5.1561
H 6.4530 1.0979 -2.9194
N -3.5280 1.1616 -3.7384
C 0.4969 0.8654 -6.2189
H -3.0848 -3.1190 1.2284
H 5.3183 4.3478 5.6163
H 6.7948 3.8553 4.7621
C -9.8894 -5.0656 -3.0199
N -4.8811 1.3354 -1.8214
H 7.0601 1.9974 6.5482
C 2.9918 0.6450 2.6160
Br 3.9948 1.2761 -1.3078
H -5.7757 -6.5035 -1.7100
H 10.5469 3.9313 1.9098
C -2.3795 -2.2980 1.1050
H 0.8318 -0.1624 -6.3119
N -0.9556 2.0328 2.8148
H -9.3485 -5.9199 -2.6260
C -5.3233 -4.9056 -3.0669
H -2.9017 1.4267 2.6704
C 0.6061 0.2160 2.4951
H -10.7400 -3.2020 -2.3087
H -3.6576 -0.6831 1.8792
Cl 4.6051 -0.0976 2.5406
Br -8.6590 -4.0996 -4.1757
H -2.9050 -1.7014 3.0638
H -1.4028 -2.7175 1.3166
Br 2.0802 1.9412 -5.8599
Br -4.9490 -2.9977 -3.0089
H -11.2841 -4.6538 -1.4459
H 2.1266 -1.2646 2.2510
Br -0.0937 0.0763 -3.5338
H 6.1791 2.1397 -0.5556
C 9.8450 4.6668 2.2882
Br -9.1278 -3.8688 -0.5345
C 6.7047 0.6238 -1.9763
H 7.7172 4.8582 2.6538
H -2.4023 -0.6181 -2.5909
H -0.6985 2.0785 -4.8713
C -10.4400 -4.1766 -1.9386
H 7.3234 3.6569 7.1173
C 1.4005 2.4543 2.8757
C -1.5964 -0.2440 2.3443
Br 5.0138 2.1784 4.4281
H -4.0377 -0.5009 -0.2133
C 8.4110 4.2773 2.0540
H -10.6864 -5.4138 -3.6730
C 6.5951 2.9660 6.6979
H 0.1242 1.2143 -7.1792
H 8.1521 4.3809 1.0025
H 7.7635 0.7650 -1.7694
C 1.9506 -0.2171 2.4412
C -3.0662 -0.5423 -0.6956
H -4.5745 -5.3536 -3.7125
H -5.8921 -4.8924 -0.9763
H -4.0796 1.9935 -3.9267
H 1.2151 3.5058 3.0326
C 6.0031 3.5257 5.4328
Br 6.4824 -1.2915 -2.2319
N -0.3750 -0.7062 2.2993
H -4.4207 1.9888 -1.1993
H 10.0560 5.6349 1.8393
H 5.9257 0.4921 0.0457
C 5.8740 1.1317 -0.8290
Br 5.2459 2.7378 8.0814
C -1.8638 1.1171 2.6189
*
```

- HOMO energy (eV) = -8.8798
- E (hartree) = -32598.75204
- F_max (eV/Å) = 2.3